Entry 1:
Formula: C20H50AsF9N4O6Sr
Source: the OMol25 dataset
Level of theory: wB97M-V/def2-TZVPD

Highest occupied orbital energy   -8.291 eV
HOMO-LUMO gap   8.611 eV

Structure (XYZ):
```
91
C20H50AsF9N4O6Sr wB97M-V/def2-TZVPD
H -1.38500 -2.96163 -3.73091
H 2.87073 1.19036 3.94996
C -1.30641 2.04168 -3.54584
C 2.10538 1.30535 3.17415
As 1.83535 -2.93487 2.63099
O -0.82301 1.25279 5.48500
H -2.01394 5.63786 -1.05698
F 0.68074 -1.81001 1.91156
H 2.90840 -0.58441 -0.52063
C -2.53725 -2.33862 -0.28930
C -2.46390 -2.54283 1.22521
F -1.65029 3.22346 -3.04080
H -1.14756 1.17838 3.28198
C 0.39771 4.45359 -0.34279
H -2.96385 0.85675 -3.11338
N -1.13029 -2.26841 -0.75157
O 1.96650 -2.40537 -4.03615
H 3.09863 3.66500 -1.14221
H 1.93741 -4.47029 -4.07782
C 2.01000 -2.46024 -2.62733
H 1.85966 1.87039 -0.74942
H -1.42884 5.93379 0.59578
C 2.81799 -0.06122 -2.81363
H 2.93113 4.84356 0.14863
H 2.62392 0.10391 -3.86863
H -1.82334 -3.38262 1.53318
H -3.45067 -2.86524 1.58961
H 1.21462 -3.09315 -2.21714
C 1.35804 3.44314 0.25719
F 2.36454 -3.31063 0.98438
H 3.83059 -0.46307 -2.71723
H -2.12734 1.37656 7.05087
H 0.30949 2.84011 4.81175
H 1.16003 3.48313 1.32894
H -2.78970 -4.45653 -0.92560
H -1.67029 -0.80552 3.95678
F 3.10224 -1.75016 2.80610
H -3.03407 -1.41182 -0.59047
C -3.24181 -3.46384 -1.01081
O -1.47780 -0.40499 -3.26886
H 1.22372 1.56719 5.75863
N 0.97626 2.09209 -0.29926
H -1.72340 -2.53541 3.66062
F 2.94111 -4.13706 3.23667
H 2.40890 0.64917 2.36162
H -2.78747 4.87566 0.36130
C 0.42224 1.77759 5.04721
Sr -0.35698 -0.10752 0.48345
C 0.73211 0.98415 3.76122
H 0.43375 4.54095 -1.43853
H 3.43233 -3.73667 -4.69258
C -1.51853 -2.32368 -4.60205
H -1.08602 -2.10990 -1.75839
O -0.92711 4.09769 -0.02669
O -1.97027 -1.41510 1.91862
F 1.23623 -2.41392 4.18430
C -1.29240 1.93167 6.63721
C -1.83956 5.16956 -0.08482
O -1.86756 0.93558 -1.41911
C -1.92288 0.87248 -2.73500
F 0.56688 -4.13329 2.53332
H -3.24548 -1.42883 -3.66888
H 0.67404 5.46288 0.00381
C 1.80750 -1.02158 -2.14782
H -3.51165 -3.32220 -2.05578
H 2.19793 2.35994 2.90638
H 2.01768 -3.64842 -5.67674
H -2.56912 -0.43964 -5.01269
C -2.33166 -1.08922 -4.16906
C 2.79016 3.78495 -0.10558
H 2.98737 -2.82067 -2.28542
H -0.27153 2.29056 2.52022
N 1.94317 -0.86358 -0.67882
H 0.66961 -0.08625 3.95714
C -2.12392 -1.57321 3.33550
F -1.69954 1.95782 -4.83038
H 2.75662 0.87210 -2.25625
H -0.71154 -3.18676 -0.61661
H 0.38325 2.16164 -1.13234
H -1.57345 2.95631 6.35655
H -3.20783 -1.55835 3.47818
H -4.21037 -3.61317 -0.50812
H -0.50861 2.09765 7.38440
H -2.02340 -2.88478 -5.38835
H -0.57363 -1.93532 -4.97791
H 3.50885 3.29407 0.55519
C 2.34224 -3.62363 -4.63746
H 0.81723 -0.68874 -2.47671
H 1.90217 -1.76771 -0.20533
N -0.29281 1.29165 2.72680
F 0.05762 1.98700 -3.56627
```

=====

Entry 2:
Formula: C20H50Ba2NO9
Source: the OMol25 dataset
Level of theory: wB97M-V/def2-TZVPD

Total charge   +3
Highest occupied orbital energy   -14.445 eV
Relative energy (zero: lowest compared OMol25 entry of this formula, charge and spin)   31.1 kcal per mole
HOMO-LUMO gap   3.010 eV

Structure (XYZ):
```
82
C20H50Ba2NO9 wB97M-V/def2-TZVPD
O 3.20875 3.16215 2.62847
H -3.14119 -5.56231 0.18815
H 0.86375 -3.97895 -1.49032
H 5.00503 1.35746 -0.03488
C 4.41475 4.17696 0.16491
C 2.24698 3.33136 -0.96637
H 1.26462 -2.94628 -3.49858
H 1.18787 3.54682 -0.84364
C -4.80202 0.34743 0.30579
H -4.32831 1.84762 1.81723
O -0.77490 -2.77070 1.23941
C -0.15660 -5.51834 -2.56089
C 4.55165 1.08687 0.91227
H 0.64502 -0.92931 -2.49280
H -3.12164 -5.16174 -1.55690
C 2.58047 1.89840 -1.36717
H -1.17008 -5.10812 -2.62267
C 0.60872 -5.03572 -1.34986
H 1.18664 4.93392 1.02605
O -0.85106 -0.78393 0.20710
H 0.42612 -2.70843 -4.99634
H 4.99942 1.70776 1.69328
H -0.09477 -0.32491 -3.92904
C 0.06980 -1.25143 -3.36871
H -2.76767 4.04745 1.38415
N 2.73111 2.71587 1.35894
O -1.23010 -0.97533 2.40763
C -0.94994 -1.52382 1.29854
C -3.52754 -3.36978 -0.36371
H 1.82571 -1.68392 -4.60417
C 2.98372 3.75503 0.35297
H -4.89530 -3.04464 1.03040
H 3.02944 0.68219 3.12629
H 3.53914 1.82515 -1.88490
C 3.04492 1.29829 1.05183
H 2.67329 -0.10187 -0.50548
C 2.46254 0.49558 2.20495
H 4.82001 4.44154 1.14778
H 1.92979 1.61567 -2.20719
C -4.49892 0.77697 1.73184
H -0.52269 3.68512 2.72212
H 1.40683 0.74073 2.43170
H 2.69060 4.02901 -1.67767
H -1.27067 4.50118 0.56707
H -4.82255 -0.73666 0.16733
H -5.85209 0.64964 0.21959
H 1.56821 -5.54572 -1.24462
H 4.49487 5.11655 -0.38132
O -1.14483 -1.84239 -2.88578
O -0.12818 -5.19844 -0.12423
H 0.30814 -5.09300 -3.45172
O -3.93030 -3.06225 0.99860
H -5.27394 0.41631 2.42291
H 2.31052 5.85815 0.06320
Ba -2.35150 -3.56671 3.39797
H 1.25183 0.91321 -0.06424
H 2.52270 2.85946 3.22984
Ba -0.83077 0.38799 4.92939
H -1.99588 1.35041 2.09487
H -4.56507 -5.09774 -0.71495
H 2.63748 5.38706 1.75635
C 2.33149 0.90280 -0.25148
H -0.09235 2.60112 1.43838
H -4.20007 -2.88072 -1.07110
H -0.01297 -4.38022 0.36527
C -3.49452 -4.87496 -0.57470
H 5.10048 3.45026 -0.26691
O -1.63250 1.95749 2.76361
C -0.95421 2.98780 1.99769
O -3.90026 0.97566 -0.58676
C 2.24937 5.05331 0.79164
H -1.84694 -1.44969 -3.41580
H -3.28112 0.29958 -0.88003
H -0.58976 -1.38465 -0.52519
C -1.83262 3.66416 0.97495
C 0.94089 -2.16933 -4.20185
H -0.28807 -6.59342 -2.66130
H 4.81585 0.04416 1.10988
H -2.57734 -2.89414 -0.61975
H 2.43059 -0.59453 2.10919
H -2.03594 2.94598 0.17783
H -3.62197 0.31647 2.23565
```

=====

Entry 3:
Formula: C20H50ClNO6P
Source: the OMol25 dataset
Level of theory: wB97M-V/def2-TZVPD

Total charge   -1
Highest occupied orbital energy   -3.630 eV
HOMO-LUMO gap   5.972 eV

Structure (XYZ):
```
79
C20H50ClNO6P wB97M-V/def2-TZVPD
O 1.65179 -3.19615 6.13365
H 0.65206 1.27019 -0.66962
H -2.47057 1.48934 -3.85537
C 0.28544 -0.92011 4.37491
P 3.95521 -0.52548 -3.48707
C -4.05618 0.81442 1.21597
N -2.51395 2.09646 -5.83889
H -0.46269 0.38483 -1.72252
H 3.84725 3.17524 -4.16596
H 3.95521 -1.92204 -3.96765
Cl 3.87841 1.62112 -1.15901
C -0.31653 0.75209 -0.70072
C -0.04210 -1.57065 6.66928
C 4.07798 1.39224 -2.95802
C -1.40666 1.73875 -0.35740
C -0.10182 -0.49959 -5.02435
H 1.89353 0.00449 -5.68772
H -4.10475 3.00185 2.65034
C 1.41468 -0.69531 -4.98852
H -1.20660 2.65635 -0.91371
H 4.04266 0.00588 -4.88152
C -0.53622 0.92766 -4.70662
H 3.84283 -0.94989 -2.08914
H 1.52379 -1.11259 -0.44124
H -0.54284 -1.17815 -4.27916
H 1.58376 0.25561 -3.02889
H -1.56940 0.07095 3.97696
H 1.37163 3.51105 -3.79565
H 0.92720 -2.88658 8.04673
H 0.92414 -0.18600 3.88065
O -3.12425 1.23381 2.19210
H 0.09349 -1.77345 -1.24648
H -2.06031 2.99511 -5.70538
C -3.66765 2.12184 3.13607
H 2.34966 3.81486 -2.35187
H 1.80285 -1.48967 -3.03294
H -0.47101 -1.07498 7.54451
H -2.20861 1.77664 -6.75310
C -2.05567 1.15272 -4.80923
H 3.27107 -4.19992 5.46623
H 1.96712 -1.59640 7.40248
H -4.72851 1.64193 0.95553
C 2.03012 3.04440 -3.05590
H 2.85530 1.81273 -4.62678
O -1.86274 -1.97117 4.11171
H -0.52563 -0.78799 -5.99603
H -3.76268 -2.61418 4.33151
H 0.43638 -2.21081 0.44961
H -0.93132 -0.85410 2.61844
C 3.21119 2.38190 -3.75700
H -2.54092 0.19468 -5.02782
H 3.15894 -4.11215 7.23803
H -4.06802 -0.14311 -0.67058
H -1.38167 1.96033 0.71179
H 5.43429 -0.57037 -3.41367
H -2.59787 -0.43964 0.28208
H 0.72847 -1.91119 4.25468
C 2.02197 -0.57310 -3.59631
H 1.65542 -1.69493 -5.36892
O 0.25525 -0.54055 5.74754
H -0.77632 -2.27059 6.26287
C -3.23959 -1.72992 3.96902
H -2.85619 2.44115 3.78844
C -1.06647 -0.86470 3.70743
O -0.30159 -0.33962 0.20511
H -4.67343 -0.01236 1.60124
C 1.18516 -2.32029 7.13857
C -3.32711 0.31909 -0.01280
H 3.65221 -2.67933 6.30816
H -3.51964 -1.55156 2.92415
O -2.71233 1.34074 -0.77143
C 2.99944 -3.55957 6.30303
H -4.44464 1.64429 3.74781
H 5.13469 1.61350 -3.11422
C 0.48109 -1.40976 -0.28784
H 1.44238 2.32381 -2.48754
H -0.01823 1.61665 -5.38799
H -3.55395 -0.85827 4.55716
H -0.18738 1.19759 -3.71128
```

=====

Entry 4:
Formula: C20H50Cu2N4O11
Source: the OMol25 dataset
Level of theory: wB97M-V/def2-TZVPD

Multiplicity   4
⟨S²⟩   3.774
Total charge   +3
Highest occupied orbital energy (alpha / beta)   -15.091 / -15.081 eV
HOMO-LUMO gap (alpha / beta)   6.378 / 2.666 eV

Structure (XYZ):
```
87
C20H50Cu2N4O11 wB97M-V/def2-TZVPD
H -7.65748 -4.72879 19.70296
C -12.40950 -5.02155 21.21269
H -12.71425 0.50159 14.66909
C -14.61235 -6.27727 21.00183
O -6.64437 -8.57376 13.75750
H -11.99375 -6.01579 21.37618
N -10.00183 -7.68651 13.47261
O -10.43665 -3.35543 16.36772
C -11.10006 -8.26869 11.31329
H -9.74341 -4.34698 17.39255
H -9.71285 -3.80721 19.81027
Cu -11.67749 -5.91865 13.35768
C -13.73344 -5.26469 20.36251
H -6.70612 -10.14816 12.49953
H -10.63216 0.15018 18.44161
Cu -11.46749 -1.97887 14.91901
C -11.18187 2.41544 14.10840
H -9.78861 -5.24593 20.87324
O -11.53656 -6.99359 11.28357
H -12.03465 -7.23317 9.16759
H -6.58197 -1.49816 20.67226
O -9.91578 -2.45361 13.35443
H -5.98784 -2.43541 18.21560
H -13.31444 -7.37479 10.34914
O -8.76927 -3.13167 11.57354
C -10.34792 0.95848 15.98502
H -8.36589 -9.61579 14.28664
C -8.77609 -7.46694 14.19866
H -9.39991 1.49640 15.98972
H -6.44052 -5.86747 16.55173
H -13.34370 -6.78719 19.27389
C -6.07071 -9.92022 13.35534
C -7.85009 -8.67380 14.47293
C -12.39218 -6.84104 10.11970
C -10.74110 0.99941 14.53438
C -10.56002 -4.58599 16.33238
H -12.75130 -4.52402 22.12029
H -8.20229 -6.71627 13.65520
O -10.25342 -0.33700 16.41290
C -9.93374 -0.39565 17.80727
H -9.01835 -7.88896 11.60725
C -9.61357 -3.36637 12.57596
H -5.11728 -9.77678 12.84692
H -12.13707 0.36225 13.22758
O -10.06269 -4.50400 12.63773
N -13.52564 -5.81272 19.08048
H -7.49252 -2.72116 17.55454
N -11.89364 0.16302 14.18734
O -10.97988 -5.13444 15.30905
H -11.00029 -8.84483 10.39339
H -10.48903 3.22098 14.35168
C -9.82567 -8.32265 12.19738
H -12.63722 -5.42652 18.79472
H -8.45679 -5.33489 18.46443
C -10.20048 -4.25630 20.67551
H -10.36698 -8.42452 14.05750
H -14.11057 -4.24512 20.28283
H -15.42042 -6.66919 20.38415
H -9.61749 -9.34922 12.49890
H -12.13370 2.52014 14.62913
H -14.94994 -6.04518 22.01190
H -7.65395 -2.53232 21.54319
N -7.54844 -5.33959 18.90601
H -6.25935 -3.25012 20.97062
H -9.02867 -7.07271 15.18298
H -11.86952 -8.71126 11.94588
C -6.99789 -2.50569 20.67315
H -14.03503 -7.18164 21.19397
H -12.63117 -5.77773 10.13838
O -11.56394 -4.25421 20.30134
H -10.09267 -3.63489 21.56451
H -8.94244 -4.03234 11.29000
H -6.11278 -10.63207 14.17972
H -7.75005 -8.81314 15.54935
H -5.68698 -4.53623 18.55879
H -9.96621 -1.39131 18.24965
O -10.14647 -5.21710 17.34753
H -8.97368 0.09247 17.97496
H -7.75858 -4.67539 16.24128
C -6.75831 -4.82911 16.64616
C -6.68929 -4.51260 18.13112
H -9.85886 0.62578 14.01461
H -6.13641 -4.20487 16.00455
H -11.35492 2.36931 13.03321
C -6.88600 -3.02200 18.40878
O -7.73448 -2.75976 19.47496
H -11.18795 1.33007 16.57185
```

=====

Entry 5:
Formula: C20H50NO2P2PbSi4
Source: the OMol25 dataset
Level of theory: wB97M-V/def2-TZVPD

Total charge   +1
Highest occupied orbital energy   -8.613 eV
Relative energy (zero: lowest compared OMol25 entry of this formula, charge and spin)   2.8 kcal per mole
HOMO-LUMO gap   4.923 eV

Structure (XYZ):
```
80
C20H50NO2P2PbSi4 wB97M-V/def2-TZVPD
C -2.52917 -1.56964 4.06318
H -1.37876 2.04975 4.72211
C -0.97816 -1.40199 -3.71499
H 3.39214 -1.23451 1.93017
P 2.70676 -1.13021 -1.28343
C -1.41987 3.32730 1.49106
H 0.96919 -3.06799 1.66365
C 2.61018 -1.33644 -3.03560
H 2.85539 -2.81677 0.51233
H 1.59016 4.08516 2.35496
C 1.01836 -0.85708 5.07148
H 3.03702 0.44691 2.37933
H -3.56684 -1.91046 4.19685
C 2.84190 -2.82519 -0.58647
H 1.68357 -3.51808 3.23406
H 0.89091 2.98208 -3.13233
N 0.19725 -1.05847 -3.17410
H -1.94011 -2.91092 1.14479
H 0.09842 -1.32508 5.44429
H 2.33306 2.51195 2.74235
Pb 0.33602 0.19012 -0.60598
H -2.39073 3.38943 1.99873
Si -0.16898 2.39914 2.54486
C 1.33306 -2.21576 -4.96731
H 3.52520 -1.49229 -3.61439
H -3.82358 0.94098 1.17897
H 0.35105 2.37493 4.98965
H -4.48776 1.03468 -2.38417
H 4.89072 3.15246 -4.28664
H -2.98915 1.46110 -4.26517
C -0.51941 2.63799 4.37421
H -2.04839 -2.46831 -5.24076
H 1.87385 -1.33406 5.57292
C 4.35557 -0.39700 -0.97725
H 5.14498 -1.12442 -1.21972
C 2.98269 -0.59396 2.72146
H -3.78530 1.91230 -0.98863
H 2.28406 -2.51499 -5.40664
C -3.71250 0.57123 2.20594
O 3.96658 3.32150 -4.54589
C 0.91386 -2.90057 2.74755
C -2.11784 1.80033 -3.68429
H -3.49704 1.42830 2.85676
H 3.93005 3.13157 -5.47947
H -3.66798 -2.48326 1.11452
H -2.30221 -0.85661 4.86678
C -3.76918 0.97024 -1.55387
H -2.59579 -1.65782 -2.30122
H -2.31931 2.85910 -3.44321
O 0.25854 2.93852 -2.38953
Si -0.31263 0.14316 2.07108
H -1.86813 -2.43795 4.17934
C -2.26407 -0.92108 -3.05397
C -1.06304 -2.19182 -4.86982
H 3.62572 -0.69247 3.60860
H -1.58379 2.87701 0.50139
Si -2.41226 -0.77584 2.36143
C 1.56457 3.00725 2.13577
H -0.74596 3.70276 4.53249
H -4.05760 0.15091 -0.88170
H -2.52691 -1.68000 0.00494
H -1.03887 4.34744 1.34138
H -0.67205 2.77448 -2.75120
Si 1.24511 -1.10766 3.22201
H -0.06922 -3.24416 3.09440
H 0.47977 2.02487 -1.86867
H 3.76688 -3.28350 -0.96538
P -2.08915 0.70861 -2.20828
H 0.07331 -3.17515 -6.42139
H 1.00490 0.20281 5.35592
H -1.24600 1.66668 -4.34396
C 1.38553 -1.51801 -3.72001
C 0.11488 -2.58519 -5.50758
H 4.46302 0.48977 -1.61773
H 1.98223 -3.41964 -0.92788
C -2.64841 -2.08059 1.02169
H 1.82220 2.87233 1.07528
H 4.44425 -0.08975 0.07533
H -3.06218 -0.82252 -3.80770
H -4.67458 0.14213 2.52228
```